(1)
C2H3Br2NO3 | ωB97M-V/def2-TZVPD

```
11
Properties=species:S:1:pos:R:3:forces:R:3:lowdin_charge:R:1
C -0.08601 -0.86468 0.99184 1.54 -1.20 -1.52 -0.569
C 1.28459 0.97915 -0.92478 -0.34 1.60 -0.59 -0.748
N -1.14246 -0.30780 0.54257 -2.06 0.16 1.36 -0.433
O -1.91334 0.40767 1.22896 0.46 0.80 -0.38 -0.035
O -1.64500 -0.69817 -0.65996 -1.23 0.83 -1.36 0.022
O 1.37507 0.19820 -1.79746 -0.15 -0.01 0.06 -0.034
Br 0.86964 -2.18449 0.08583 -0.29 -0.35 -0.20 0.801
Br 2.55459 1.09111 0.52499 0.22 0.06 0.20 0.682
H 0.53416 -0.45980 1.73051 -0.35 0.69 1.47 0.023
H 0.58183 1.87831 -0.88707 0.54 -1.19 0.12 0.108
H -2.41307 -0.03950 -0.83543 1.67 -1.40 0.85 0.183
```
Positions in Å, forces in eV/Å.

Summary:
**Energy above the lowest of the compared OMol25 structures with the same formula, charge and spin**: 164.72 kJ/mol
**Structure (SMILES)**: [O-]/[N+](O)=C/Br.O=CBr
**Largest force on an atom**: 0.04808 hartree/bohr
**Orbital gap**: 0.347 Eh
**Multiplicity**: 1



(2)
C4H6N2 | ωB97M-V/def2-TZVPD

```
12
Properties=species:S:1:pos:R:3:forces:R:3:lowdin_charge:R:1
N 0.66032 -1.14593 -0.81933 -0.23 -0.14 0.14 0.082
C -0.25001 -0.20064 -0.21560 0.05 -0.26 0.40 -0.530
C -0.02000 1.18548 -0.72437 -0.16 0.11 0.10 -0.043
C 0.41434 0.84402 0.69507 -0.51 0.51 -0.47 -0.073
C -1.15809 -0.75404 0.76290 -0.27 -0.46 0.80 -0.189
N -1.32994 -1.20441 1.81946 -0.93 -0.14 -0.88 0.137
H 0.89077 -1.90641 -0.18538 -0.06 0.12 0.01 0.089
H 0.20637 -1.56236 -1.62849 0.19 0.07 0.06 0.090
H -0.88800 1.84756 -0.77608 0.45 -0.03 0.24 0.112
H 0.62805 1.25177 -1.59391 0.02 -0.18 0.31 0.105
H 1.11407 0.29171 1.29930 1.63 0.78 -0.72 0.119
H -0.26787 1.35325 1.36642 -0.17 -0.38 0.02 0.100
```
Positions in Å, forces in eV/Å.

Summary:
**Energy above the lowest of the compared OMol25 structures with the same formula, charge and spin**: 296.20 kJ/mol
**Structure (SMILES)**: N#CC1(N)CC1
**Largest force on an atom**: 0.03781 hartree/bohr
**Orbital gap**: 0.379 Eh
**Multiplicity**: 1



(3)
C6H10O | ωB97M-V/def2-TZVPD

```
17
Properties=species:S:1:pos:R:3:forces:R:3:lowdin_charge:R:1
C 1.23329 1.43408 -1.84504 1.00 -0.05 0.04 -0.155
C 1.45271 -0.00999 -1.32357 -0.25 0.43 0.06 -0.338
C -1.16012 -0.64095 2.61353 -0.13 -0.16 0.31 -0.033
C -1.38882 -0.48019 1.29464 0.41 0.19 -0.17 -0.494
O -2.51043 -1.07532 0.70012 -0.09 -0.13 -0.23 -0.062
C -0.47998 0.20696 0.37219 -0.47 -0.49 0.59 -0.180
C 0.34221 -0.54069 -0.47228 -0.08 -0.16 -0.62 -0.214
H 2.02317 2.09112 -1.46845 -0.10 0.06 0.34 0.043
H 1.41520 1.49664 -2.92198 -0.65 -0.05 -0.13 0.045
H 0.28544 1.85362 -1.52050 -0.15 -0.07 -0.37 0.044
H 2.42548 0.01406 -0.78286 0.01 -0.09 0.08 0.066
H 1.60793 -0.68475 -2.16849 0.06 -0.02 -0.02 0.074
H -1.88842 -1.06470 3.30373 -0.17 0.01 -0.12 0.011
H -0.18344 -0.46837 3.04205 0.01 0.30 -0.16 0.018
H -2.84155 -1.78639 1.26819 0.12 0.05 0.14 0.060
H -0.60876 1.28558 0.35134 0.54 -0.01 0.11 0.050
H 0.27608 -1.63071 -0.44261 -0.07 0.21 0.16 0.065
```
Positions in Å, forces in eV/Å.

Summary:
**Energy above the lowest of the compared OMol25 structures with the same formula, charge and spin**: 106.18 kJ/mol
**⟨S²⟩**: 0.755
**Largest force on an atom**: 0.01943 hartree/bohr
**Orbital gap (alpha / beta)**: 0.124 / 0.280 Eh
**Multiplicity**: 2
**Charge**: -1



(4)
CH5ClN2P | ωB97M-V/def2-TZVPD

```
10
Properties=species:S:1:pos:R:3:forces:R:3:lowdin_charge:R:1
C -1.08937 -0.18648 0.22662 1.92 -1.70 -0.80 -0.341
N -1.71740 -1.28482 0.68042 -2.89 2.68 1.44 0.126
N 0.12605 -0.11623 -0.17324 1.69 -0.75 0.09 0.011
P 2.85339 1.15231 -1.18862 0.18 -0.06 -1.21 0.703
Cl 2.64771 3.07389 -1.30718 -0.02 0.08 -0.02 0.339
H -1.41788 -2.20145 0.58711 1.05 -1.60 -0.19 0.082
H -2.61656 -1.15306 1.19762 1.28 -0.28 -0.96 0.140
H 0.65815 -0.97402 0.03810 -0.37 0.15 -0.23 0.048
H 2.09024 0.96797 -0.08494 -0.64 -0.10 1.50 -0.206
H -1.53433 0.72190 0.02411 -2.19 1.57 0.37 0.097
```
Positions in Å, forces in eV/Å.

Summary:
**Energy above the lowest of the compared OMol25 structures with the same formula, charge and spin**: 260.69 kJ/mol
**Largest force on an atom**: 0.08168 hartree/bohr
**Orbital gap**: 0.201 Eh
**Multiplicity**: 1
**Charge**: +1